The following is a quantum chemistry calculation of a 11-piece molecular cluster, C32H68F3NO16S11 overall in a non-equilibrium geometry, from the Open Molecules 2025 dataset.

```
131
Properties=species:S:1:pos:R:3
C 5.531 -0.141 0.788
C 5.578 1.181 0.084
O 6.566 1.507 -0.526
O 4.494 2.040 0.165
C 3.676 1.877 -0.983
C 2.713 0.725 -0.796
C 2.640 -0.253 -1.705
C 1.767 -1.245 -1.495
S 1.735 -2.541 -2.697
O 2.274 -2.134 -3.955
O 0.392 -3.001 -2.816
C 2.811 -3.887 -1.954
F 3.552 -4.456 -2.853
F 2.032 -4.734 -1.332
F 3.602 -3.334 -1.055
C 0.951 -1.336 -0.448
C 1.030 -0.355 0.448
C 1.902 0.652 0.272
C 1.763 1.586 1.457
O 2.334 2.616 1.712
N 0.782 1.011 2.293
C 0.270 -0.187 1.741
O -0.562 -0.906 2.234
H 4.687 -0.251 1.455
H 5.524 -0.958 0.081
H 6.431 -0.208 1.380
H 4.271 1.672 -1.865
H 3.101 2.768 -1.199
H 3.270 -0.270 -2.571
H 0.273 -2.159 -0.326
H -0.028 1.625 2.335
C -2.804 -1.201 -1.552
S -2.782 0.559 -1.879
O -2.065 1.203 -0.742
C -4.538 0.812 -1.599
H -1.784 -1.574 -1.629
H -3.187 -1.378 -0.545
H -3.427 -1.710 -2.287
H -4.798 0.486 -0.591
H -5.106 0.248 -2.339
H -4.750 1.874 -1.709
C -6.334 -4.164 -4.241
S -4.854 -4.671 -3.360
O -4.356 -3.479 -2.610
C -3.821 -4.857 -4.804
H -7.111 -3.956 -3.508
H -6.125 -3.265 -4.821
H -6.654 -4.974 -4.896
H -3.772 -3.913 -5.349
H -4.230 -5.645 -5.437
H -2.823 -5.137 -4.472
C -6.785 -8.029 -1.970
S -5.323 -8.263 -2.987
O -5.741 -8.095 -4.404
C -5.165 -10.028 -2.683
H -7.086 -6.987 -2.050
H -7.588 -8.673 -2.326
H -6.544 -8.260 -0.932
H -6.075 -10.540 -2.994
H -4.977 -10.197 -1.623
H -4.322 -10.394 -3.265
C -3.079 0.881 4.098
S -2.873 2.199 2.911
O -2.146 3.315 3.582
C -4.605 2.662 2.829
H -2.097 0.467 4.319
H -3.531 1.262 5.016
H -3.710 0.114 3.648
H -4.954 2.952 3.821
H -5.184 1.819 2.452
H -4.698 3.503 2.146
C 3.264 4.826 5.744
S 1.726 4.379 6.547
O 1.953 3.093 7.267
C 0.837 3.999 5.036
H 3.992 5.072 6.515
H 3.627 3.984 5.152
H 3.102 5.692 5.115
H 1.361 3.215 4.487
H 0.758 4.898 4.426
H -0.160 3.654 5.299
C 3.641 10.330 4.892
S 4.368 8.716 5.158
O 3.237 7.751 5.270
C 4.963 9.029 6.823
H 3.171 10.324 3.909
H 2.888 10.527 5.655
H 4.416 11.095 4.921
H 4.128 9.310 7.465
H 5.708 9.824 6.797
H 5.420 8.115 7.197
C 1.000 -3.610 -8.341
S 0.216 -3.043 -6.825
O -1.253 -3.144 -7.033
C 0.663 -1.315 -7.008
H 0.807 -4.675 -8.442
H 0.581 -3.078 -9.195
H 2.075 -3.438 -8.278
H 0.266 -0.930 -7.948
H 1.748 -1.218 -6.984
H 0.230 -0.768 -6.174
C 0.302 8.760 3.088
S 0.442 10.070 1.865
O 1.143 11.208 2.520
C -1.308 10.475 1.820
H 1.301 8.383 3.304
H -0.143 9.156 4.001
H -0.312 7.954 2.686
H -1.646 10.758 2.817
H -1.869 9.614 1.459
H -1.444 11.311 1.137
C 6.977 -5.130 -3.715
S 6.721 -3.853 -2.476
O 7.309 -2.599 -3.007
C 7.883 -4.520 -1.276
H 6.368 -4.885 -4.582
H 8.028 -5.159 -4.001
H 6.666 -6.095 -3.312
H 8.875 -4.588 -1.722
H 7.544 -5.504 -0.950
H 7.911 -3.844 -0.424
C -4.758 -3.973 1.203
S -4.971 -2.812 2.558
O -4.298 -1.550 2.153
C -3.872 -3.647 3.706
H -5.333 -3.612 0.353
H -3.704 -4.032 0.932
H -5.128 -4.953 1.506
H -2.876 -3.727 3.270
H -4.269 -4.637 3.934
H -3.825 -3.056 4.618
```

Results
Kohn-Sham gap   7.07 eV
Calculated total energy   -195868.333 eV
LUMO level   -0.026 Ha
Total charge   0